[1]
Density functional theory data (wB97M-V/def2-TZVPD) for a gas-phase ion, C4H9N2 (charge +1).

```
15
C4H9N2 wB97M-V/def2-TZVPD
C 0.565 -0.199 0.102
C -1.755 0.338 -0.665
C -0.784 0.496 0.464
C 1.808 0.565 0.069
N 0.706 -1.452 -0.109
N -1.877 -0.388 0.583
H -2.520 1.050 -0.840
H -1.355 -0.354 -1.546
H -0.563 1.389 0.878
H 2.113 0.986 1.125
H 1.993 1.480 -0.604
H 2.716 0.030 -0.334
H 1.602 -1.754 -0.504
H -2.510 -0.187 1.339
H -0.137 -2.000 0.042
```

## Properties
* SMILES: CC(=[NH2+])[C@H]1CN1
* energy above the lowest of the compared OMol25 structures with the same formula, charge and spin: 255.8 kJ/mol
* HOMO-LUMO gap: 10.0 eV
* total charge: +1
* electronic energy: -7265.4904 eV

=====

[2]
Density functional theory data (wB97M-V/def2-TZVPD) for a gas-phase ion, C3H4NS (charge +1).

```
9
C3H4NS wB97M-V/def2-TZVPD
C 0.476 1.238 -0.585
C -2.360 0.741 0.387
C -0.033 -0.954 0.186
N 0.829 0.206 -0.024
S -1.828 -0.437 -0.433
H 1.229 2.099 -0.713
H 0.166 -1.606 -0.664
H -0.028 -1.397 1.176
H 1.550 0.110 0.670
```

## Properties
* energy above the lowest of the compared OMol25 structures with the same formula, charge and spin: 651.9 kJ/mol
* HOMO-LUMO gap (spin up / spin down): 8.7 / 6.2 eV
* total charge: +1
* electronic energy: -15485.9792 eV

=====

[3]
Density functional theory data (wB97M-V/def2-TZVPD) for 2 unconnected molecules or ions with the total composition C8H16O2.

```
26
C8H16O2 wB97M-V/def2-TZVPD
C 1.997 -0.414 0.786
C 2.054 -1.865 0.313
C 3.262 0.338 0.388
C 0.758 0.294 0.183
O 0.806 0.198 -1.218
H 1.886 -0.384 1.875
H 0.773 1.347 0.507
H 3.354 0.351 -0.694
H 2.979 -2.328 0.648
H 1.219 -2.436 0.713
H 2.018 -1.898 -0.772
H 4.136 -0.152 0.810
H 3.232 1.364 0.748
C -2.646 1.208 -0.512
C -3.563 0.273 0.192
C -2.166 1.022 -1.731
C -0.466 -0.370 0.762
O -0.900 -0.163 1.864
H -2.406 2.114 0.031
H -0.927 -1.115 0.086
H -0.007 0.567 -1.582
H -3.705 -0.644 -0.379
H -3.178 0.032 1.179
H -4.537 0.751 0.334
H -2.408 0.143 -2.306
H -1.565 1.769 -2.226
```

## Properties
* SMILES: CC(C)[C@@H](O)C=O.C=CC
* energy above the lowest of the compared OMol25 structures with the same formula, charge and spin: 190.0 kJ/mol
* HOMO-LUMO gap: 10.5 eV
* total charge: 0
* electronic energy: -12649.4127 eV

=====

[4]
Density functional theory data (wB97M-V/def2-TZVPD) for a molecular structure, C13H18Si.

```
32
C13H18Si wB97M-V/def2-TZVPD
C 0.808 -2.312 1.832
C -2.315 1.698 0.481
C 2.434 1.616 -1.125
C 0.075 -1.443 1.126
C -1.334 0.872 0.029
C 1.561 0.712 -0.684
C -0.059 -3.440 1.555
C -3.136 1.607 -0.798
C 2.688 1.006 -2.488
C -0.878 -2.496 0.637
C -2.015 0.692 -1.299
C 1.514 0.046 -2.110
C 0.761 1.298 2.485
Si 0.381 0.423 0.737
H 1.702 -2.213 2.379
H -2.524 2.290 1.329
H 2.962 2.422 -0.604
H 0.380 -4.351 1.167
H -0.662 -3.744 2.431
H -4.183 1.309 -0.769
H -3.385 2.523 -1.365
H 2.632 1.705 -3.349
H 3.662 0.414 -2.507
H -1.831 -2.302 0.969
H -0.772 -2.648 -0.435
H -1.406 0.975 -2.063
H -2.179 -0.407 -1.510
H 1.929 -0.928 -1.981
H 0.646 0.118 -2.777
H 0.918 2.330 2.372
H -0.002 1.336 3.285
H 1.628 0.891 3.051
```

## Properties
* energy above the lowest of the compared OMol25 structures with the same formula, charge and spin: 479.5 kJ/mol
* HOMO-LUMO gap: 9.7 eV
* total charge: 0
* electronic energy: -21645.2838 eV

=====

[5]
Density functional theory data (wB97M-V/def2-TZVPD) for 3 unconnected molecules or ions with the total composition C21H29O2S2.

```
54
C21H29O2S2 wB97M-V/def2-TZVPD
C 1.348 -4.507 -2.265
C 0.325 -3.687 -2.122
S -0.710 -3.876 -0.698
S -2.450 -3.005 -1.317
C 0.084 -2.749 0.511
C -0.855 -1.975 1.423
C -0.115 -0.779 2.040
C 1.196 -1.149 2.722
C 1.782 0.009 3.533
O 1.455 1.294 2.995
C 2.167 1.690 1.925
C 1.967 3.144 1.636
O 2.871 0.939 1.298
H 1.551 -5.310 -1.571
H 2.005 -4.372 -3.111
H 0.079 -2.876 -2.792
H -3.190 -4.054 -0.933
H 0.711 -3.424 1.087
H 0.712 -2.076 -0.071
H -1.702 -1.587 0.862
H -1.231 -2.618 2.218
H 0.099 -0.076 1.234
H -0.780 -0.278 2.738
H 1.939 -1.434 1.979
H 1.039 -1.988 3.405
H 2.864 -0.097 3.577
H 1.398 0.018 4.548
H 0.943 3.436 1.855
H 2.630 3.721 2.276
H 2.199 3.338 0.596
C 1.923 1.347 -4.036
C 1.170 0.475 -4.812
C 0.187 -0.307 -4.224
C -0.042 -0.205 -2.859
C 0.706 0.667 -2.083
C 1.694 1.443 -2.670
H 2.689 1.955 -4.498
H 1.350 0.408 -5.877
H -0.401 -0.986 -4.830
H -0.807 -0.806 -2.378
H 0.516 0.735 -1.018
H 2.282 2.122 -2.067
C -3.565 1.500 1.642
C -3.029 2.614 2.272
C -2.095 3.403 1.612
C -1.698 3.078 0.322
C -2.224 1.957 -0.303
C -3.159 1.170 0.356
H -4.305 0.895 2.151
H -3.348 2.877 3.272
H -1.686 4.277 2.100
H -0.980 3.700 -0.198
H -1.919 1.702 -1.310
H -3.588 0.308 -0.142
```

## Properties
* HOMO-LUMO gap: 7.8 eV
* total charge: +1
* electronic energy: -48005.6987 eV

=====

[6]
Density functional theory data (wB97M-V/def2-TZVPD) for 16 unconnected molecules or ions with the total composition C52H106F7N5O41P3.

```
214
C52H106F7N5O41P3 wB97M-V/def2-TZVPD
C 25.119 14.855 3.741
N 24.350 14.087 4.809
C 22.972 14.706 4.870
C 24.247 12.614 4.496
C 25.107 14.414 6.148
C 26.591 14.144 6.225
O 26.986 12.831 5.857
H 25.266 15.905 3.992
H 24.519 14.767 2.836
H 26.031 14.298 3.528
H 22.433 14.086 5.586
H 22.535 14.625 3.875
H 23.050 15.738 5.211
H 23.620 12.569 3.605
H 23.875 11.962 5.286
H 25.246 12.292 4.201
H 24.572 13.836 6.901
H 24.919 15.461 6.387
H 26.818 14.372 7.267
H 27.164 14.871 5.649
H 27.943 12.914 5.838
C 30.569 13.144 5.920
O 29.555 12.498 5.634
O 30.904 14.202 5.412
O 31.354 12.868 6.862
C 29.637 15.610 8.648
C 31.018 15.903 9.274
C 30.997 16.346 10.715
O 32.375 16.438 11.197
C 32.439 17.126 12.449
N 31.861 14.740 9.081
H 29.709 15.312 7.602
H 28.957 16.461 8.690
H 29.107 14.802 9.151
H 31.358 16.800 8.757
H 30.497 15.639 11.378
H 30.581 17.352 10.772
H 33.460 16.995 12.807
H 31.761 16.766 13.223
H 32.101 18.161 12.419
H 32.583 14.748 9.787
H 31.233 13.970 9.260
C 20.093 12.764 7.443
C 20.760 11.964 8.592
C 22.297 12.044 8.739
O 22.931 11.578 7.552
C 23.020 10.218 7.281
N 20.208 12.428 9.852
H 20.469 13.778 7.306
H 19.031 12.931 7.623
H 20.103 12.148 6.544
H 20.349 10.961 8.480
H 22.696 11.610 9.655
H 22.627 13.061 8.952
H 23.013 10.051 6.204
H 22.114 9.761 7.679
H 23.942 9.753 7.631
H 20.457 13.373 10.110
H 19.210 12.439 9.694
C 30.106 10.969 10.295
C 29.276 10.535 9.153
C 27.948 11.264 8.908
O 27.143 11.189 10.099
C 25.732 11.545 9.805
N 30.133 10.620 7.994
H 31.134 10.616 10.216
H 29.634 10.568 11.191
H 30.252 12.047 10.368
H 29.059 9.469 9.225
H 27.528 10.955 7.950
H 28.104 12.342 8.859
H 25.329 11.672 10.810
H 25.139 10.822 9.246
H 25.619 12.564 9.434
H 29.568 10.742 7.166
H 30.647 11.485 7.908
C 29.050 8.682 4.071
C 27.719 9.406 4.108
C 27.184 9.254 5.531
O 26.874 7.958 5.813
C 26.314 7.801 7.152
N 28.107 10.789 3.857
H 29.688 9.040 4.879
H 29.523 9.002 3.142
H 29.062 7.592 4.065
H 27.086 8.974 3.333
H 26.319 9.875 5.765
H 28.000 9.456 6.225
H 26.427 6.770 7.486
H 25.254 8.034 7.060
H 26.750 8.433 7.926
H 27.316 11.374 4.085
H 28.756 11.211 4.506
C 26.986 16.904 0.714
O 26.980 18.049 1.509
P 28.232 19.143 1.490
O 28.360 19.957 0.250
O 28.007 20.027 2.850
C 26.669 20.387 3.187
O 29.534 18.230 1.807
C 30.769 18.886 1.716
H 26.550 16.005 1.149
H 27.970 16.617 0.342
H 26.258 17.177 -0.051
H 25.953 20.302 2.370
H 26.641 21.382 3.633
H 26.273 19.703 3.937
H 30.849 19.810 1.143
H 31.352 18.173 1.132
H 31.268 19.064 2.668
C 31.127 20.574 5.546
O 31.596 19.392 6.235
P 31.791 18.025 5.358
O 32.065 16.835 6.261
O 30.500 17.915 4.457
C 29.185 17.926 5.017
O 32.996 18.415 4.296
C 34.386 18.412 4.553
H 30.190 20.920 5.982
H 31.000 20.656 4.466
H 31.810 21.376 5.824
H 28.997 17.143 5.751
H 28.379 17.842 4.288
H 29.099 18.898 5.503
H 34.932 18.210 3.632
H 34.462 17.581 5.254
H 34.795 19.266 5.093
C 22.836 6.212 7.053
O 23.246 5.897 5.764
P 22.996 6.693 4.379
O 21.693 7.289 4.158
O 24.252 7.719 4.289
C 24.196 8.750 3.312
O 23.404 5.539 3.346
C 22.640 4.357 3.283
H 22.241 5.353 7.364
H 22.274 7.146 7.058
H 23.684 6.284 7.734
H 24.541 9.723 3.663
H 23.281 8.823 2.724
H 24.991 8.515 2.604
H 23.000 3.647 4.028
H 22.809 3.996 2.269
H 21.582 4.593 3.396
C 30.076 15.085 2.303
C 28.864 14.463 2.920
O 28.104 14.225 1.802
C 28.942 13.994 0.737
O 28.706 13.470 -0.367
O 30.100 14.546 0.970
F 28.282 15.356 3.768
H 30.929 14.929 2.965
H 29.960 16.160 2.168
H 28.917 13.579 3.556
C 20.765 21.127 3.824
C 19.689 20.315 3.057
O 19.993 18.990 3.371
C 21.003 18.929 4.294
O 21.504 17.813 4.763
O 21.459 20.211 4.576
F 19.806 20.437 1.785
H 20.355 21.977 4.369
H 21.372 21.519 3.008
H 18.676 20.522 3.402
C 24.078 9.757 -0.245
C 23.857 10.646 -1.440
O 24.619 11.804 -1.116
C 24.812 11.905 0.211
O 25.316 12.877 0.842
O 24.561 10.692 0.740
F 22.651 10.930 -1.541
H 24.890 9.054 -0.432
H 23.218 9.146 0.031
H 24.133 10.210 -2.400
C 22.739 16.844 0.457
C 23.365 18.174 0.033
O 23.816 18.795 1.190
C 23.828 17.873 2.128
O 24.198 18.051 3.269
O 23.429 16.658 1.663
F 22.536 18.961 -0.674
H 22.853 16.035 -0.265
H 21.668 16.980 0.602
H 24.252 18.126 -0.598
C 19.474 15.247 4.131
C 18.474 16.046 3.300
O 17.429 15.110 3.238
C 17.871 13.794 3.481
O 17.204 12.825 3.202
O 19.104 13.889 3.951
F 19.038 16.250 2.170
H 19.435 15.359 5.214
H 20.460 15.550 3.778
H 18.175 16.985 3.766
C 18.599 9.405 3.267
C 19.488 8.819 2.189
O 20.586 9.712 2.240
C 20.625 10.398 3.388
O 21.539 11.114 3.744
O 19.558 10.076 4.037
F 18.893 9.032 1.069
H 17.800 8.841 3.750
H 17.982 10.111 2.712
H 19.663 7.761 2.386
C 24.120 18.905 6.419
C 24.360 19.612 7.751
O 25.095 18.666 8.459
C 25.813 17.902 7.534
O 26.702 17.074 7.822
O 25.293 18.120 6.256
F 23.259 19.795 8.434
H 23.993 19.562 5.559
H 23.348 18.145 6.541
H 24.804 20.604 7.671
```

## Properties
* HOMO-LUMO gap: 1.8 eV
* total charge: -1
* electronic energy: -193927.7778 eV

=====

[7]
Density functional theory data (wB97M-V/def2-TZVPD) for a single C5H6O molecule.

```
12
C5H6O wB97M-V/def2-TZVPD
C -0.910 -1.008 -0.051
C -0.138 0.403 0.262
C -0.438 1.869 0.124
O -0.252 1.264 1.389
C 1.211 -0.139 0.004
C 1.961 -1.024 -0.324
H -0.374 -1.698 0.602
H -0.504 -1.227 -1.037
H -1.945 -1.409 -0.088
H -1.464 2.161 -0.088
H 0.287 2.659 -0.150
H 2.565 -1.851 -0.644
```

## Properties
* SMILES: C#C[C@]1(C)CO1
* energy above the lowest of the compared OMol25 structures with the same formula, charge and spin: 404.8 kJ/mol
* HOMO-LUMO gap: 11.0 eV
* total charge: 0
* electronic energy: -7325.0893 eV

=====

[8]
Density functional theory data (wB97M-V/def2-TZVPD) for a single C17H15F4N3O3 molecule.

```
42
C17H15F4N3O3 wB97M-V/def2-TZVPD
O -1.372 -0.247 -2.141
C -1.544 0.536 -1.223
N -2.647 0.489 -0.435
H -2.676 1.029 0.415
C -3.666 -0.513 -0.638
H -3.561 -0.848 -1.673
C -3.539 -1.718 0.303
H -3.730 -1.411 1.334
H -4.297 -2.449 0.024
C -2.156 -2.365 0.217
N -1.204 -1.548 0.928
C 0.095 -1.396 0.663
C 0.780 -2.271 -0.214
C 2.116 -2.140 -0.465
C 2.859 -1.131 0.166
C 2.234 -0.253 1.017
C 0.863 -0.359 1.268
N 0.290 0.657 2.066
O -0.925 0.637 2.281
O 1.006 1.541 2.489
H 2.782 0.542 1.501
C 4.319 -0.963 -0.133
F 4.893 -2.090 -0.580
F 4.531 -0.032 -1.087
F 5.026 -0.568 0.935
H 2.610 -2.819 -1.143
H 0.225 -3.060 -0.693
H -1.592 -0.879 1.591
H -1.863 -2.446 -0.833
H -2.185 -3.370 0.657
H -4.649 -0.051 -0.510
C -0.543 1.589 -0.887
C -0.834 2.726 -0.136
C 0.160 3.641 0.156
C 1.443 3.412 -0.309
C 1.756 2.303 -1.078
C 0.753 1.401 -1.366
H 0.954 0.526 -1.967
H 2.764 2.158 -1.434
F 2.408 4.301 -0.022
H -0.046 4.522 0.743
H -1.836 2.920 0.214
```

## Properties
* SMILES: O=C(NCCCNc1ccc(C(F)(F)F)cc1[N+](=O)[O-])c1ccc(F)cc1
* energy above the lowest of the compared OMol25 structures with the same formula, charge and spin: 0.0 kJ/mol
* HOMO-LUMO gap: 7.8 eV
* total charge: 0
* electronic energy: -39354.2812 eV

=====

[9]
Density functional theory data (wB97M-V/def2-TZVPD) for a molecular structure, C5H7NOS.

```
15
C5H7NOS wB97M-V/def2-TZVPD
C -1.842 0.274 0.097
C 0.001 1.080 0.455
C 1.140 0.600 -0.455
C 0.714 -0.814 -0.832
C -0.649 -0.247 0.902
H 0.370 1.842 1.213
H 2.066 0.591 0.126
H 1.293 1.267 -1.309
H 0.018 -0.804 -1.692
H 1.534 -1.446 -1.180
H 0.735 -1.796 0.938
H -0.905 -0.329 1.987
N 0.021 -1.391 0.347
O -1.194 1.414 -0.304
S -3.301 -0.240 -0.293
```

## Properties
* energy above the lowest of the compared OMol25 structures with the same formula, charge and spin: 146.5 kJ/mol
* HOMO-LUMO gap: 9.2 eV
* total charge: 0
* electronic energy: -19670.0846 eV